Entry 1:
# C13H14F3IN2Pb

A molecular structure, C13H14F3IN2Pb (ωB97M-V with the def2-TZVPD basis set, the Open Molecules 2025 dataset).

Results
DFT total energy: -1403.45535 Eh
ΔE to the lowest compared entry with this formula, charge and spin: 0.000 eV
HOMO level: -8.0 eV
Net charge: 0
Strongest force on any atom: 1.76 eV/A

Atoms and positions in Å:
C 3.02871 3.84240 1.42076
C 4.16517 2.87870 1.06383
H 2.76296 4.47787 0.56243
H 3.32391 4.53804 2.21323
H 2.12220 3.31878 1.78901
H 3.83740 2.10705 0.36788
H 4.99087 3.43480 0.60550
H 4.59478 2.43911 1.97538
C -2.56539 1.28923 -0.20599
C -3.82093 1.14859 -0.79134
C -4.06725 0.00821 -1.56591
C -3.05785 -0.93946 -1.69551
H -2.32970 2.12598 0.45692
H -4.57234 1.91579 -0.62662
H -5.02889 -0.15679 -2.07612
H -3.24611 -1.85019 -2.24292
N -1.54591 0.42754 -0.37536
C -1.79145 -0.69910 -1.10399
C -0.73972 -1.72611 -1.22059
N 0.46246 -1.50163 -0.63263
C 1.33027 -2.51648 -0.53747
C -0.03424 -3.95362 -1.90428
C 1.15156 -3.73499 -1.19900
H 2.20541 -2.33481 0.09600
H 1.92914 -4.48080 -1.14706
C -0.98896 -2.95442 -1.86501
H -1.94385 -3.12506 -2.34140
H -0.21732 -4.87636 -2.47291
Pb 0.84776 0.95860 0.56743
I -0.51003 2.86700 2.35007
F 0.01919 -1.77658 1.94310
C 0.06824 -0.46978 2.35199
F -1.21396 -0.20464 2.75092
F 0.83386 -0.47688 3.48968

Cartesian forces (eV/Å) of the 2 atoms listed first:
-0.2 0.0 0.0
0.3 0.6 0.5



Entry 2:
# C13H14F3NO3

2 unconnected molecules or ions with the total composition C13H14F3NO3 (ωB97M-V with the def2-TZVPD basis set, the Open Molecules 2025 dataset).

Results
DFT total energy: -1083.35125 Eh
ΔE to the lowest compared entry with this formula, charge and spin: 15.516 eV
Structure (SMILES): CCCN1C(=O)c2ccc(C(F)(F)F)cc2C1=O.CO
HOMO level: -9.6 eV
Net charge: 0
Strongest force on any atom: 9.26 eV/A

Atoms and positions in Å:
C -2.02410 -1.52346 3.02675
C -2.48343 -2.38888 1.71218
C -1.52088 -3.66462 1.34681
N -0.24690 -3.31855 0.60824
C 0.92764 -2.80543 1.41310
O 1.86662 -3.48252 2.10876
C 0.80215 -1.18343 1.16824
C 1.30976 0.10680 2.04304
C 0.91428 1.60745 1.42038
C 0.05314 1.77006 -0.00397
C -0.39219 3.23426 -0.62914
F -0.07410 4.26580 0.41272
F -1.89571 3.25249 -0.76931
F 0.28626 3.46744 -1.92874
C -0.44693 0.43331 -0.86293
C -0.04611 -1.02409 -0.22588
C -0.36106 -2.56491 -0.69858
O -0.61905 -3.09425 -1.90116
H -1.35411 -2.16077 3.74489
H -1.45967 -0.53322 2.67196
H -3.01826 -1.12303 3.55250
H -3.56969 -2.81537 1.92788
H -2.61597 -1.64587 0.79583
H -2.16027 -4.37745 0.63771
H -1.34894 -4.26751 2.34822
H 1.90516 -0.05471 3.03823
H 1.22538 2.58541 2.02835
H -1.06332 0.47338 -1.85675
C 3.24160 3.55712 -4.64413
O 1.96671 2.94383 -4.69535
H 3.79889 3.29413 -5.54620
H 3.12317 4.64242 -4.59511
H 3.78423 3.19910 -3.76584
H 1.49569 3.19508 -3.88269

Cartesian forces (eV/Å) of the 2 atoms listed first:
-0.6 0.9 -0.7
-0.6 0.3 0.1